Record 1
Density functional theory data (ωB97M-V with the def2-TZVPD basis set) for a structure of composition C49H44F3N7Re in a non-equilibrium geometry.

Structure (ORCA input):
```
! wB97M-V def2-TZVPD RIJCOSX def2/J DEFGRID3
* xyz 2 4
Re -0.36388 1.74529 0.64140
C 2.11662 2.55722 2.27664
N 1.79486 1.51064 1.29284
C 2.67527 1.78577 0.13425
C 2.00548 2.14539 -1.17796
C 2.73112 2.20857 -2.33185
C 2.11342 2.03015 -3.53027
C 0.79931 1.63120 -3.56316
C 0.02526 1.64227 -2.40724
N 0.65214 1.90278 -1.19641
C 1.83488 0.15933 1.92595
C 0.75749 0.28635 3.01058
C 0.85283 -0.17785 4.33976
C -0.20785 0.06800 5.22478
C -1.27597 0.91395 4.75479
C -1.31949 1.25774 3.44818
N -0.33486 1.01313 2.59764
C 1.43441 3.82357 1.82832
C 2.03728 5.03593 1.95690
C 1.24324 6.20921 1.72417
C -0.11931 6.04996 1.51255
C -0.67831 4.74737 1.42069
N 0.12623 3.63131 1.48365
H 3.23962 2.75241 2.28152
H 1.70680 2.32476 3.24949
H 3.34926 0.93552 -0.13373
H 3.34798 2.64402 0.40427
H 3.84264 2.24493 -2.30226
H 2.62970 2.06856 -4.52803
H 0.43570 1.21624 -4.49277
H -1.07315 1.39196 -2.24150
H 2.82388 0.12657 2.41165
H 1.49685 -0.18961 -0.11749
H 1.74556 -0.75311 4.65284
H -0.17728 -0.27636 6.24240
H -2.03965 1.32881 5.40360
H -2.19362 1.75643 2.97326
H 3.07806 5.24374 2.19747
H 1.74749 7.19050 1.76609
H -0.84171 6.89283 1.58178
H -1.73421 4.54179 1.39685
C -3.18838 -4.83186 0.17644
C -3.64634 -4.07714 -1.06796
C -4.63272 -4.64802 -1.88120
C -5.29697 -3.86362 -2.88768
C -5.06013 -2.53562 -2.99095
C -4.05421 -1.95726 -2.16959
C -3.39162 -2.68549 -1.18059
N -2.38841 -2.07034 -0.35310
C -2.06878 -0.74353 -0.22993
N -3.18119 0.05274 -0.10274
C -3.30331 1.46765 -0.24320
C -2.16945 2.31589 -0.11969
C -2.26096 3.57833 -0.78279
C -3.45749 4.08592 -1.23671
C -4.58163 3.26441 -1.23321
C -4.59761 1.99974 -0.55763
C -5.94224 1.33717 -0.33674
N -0.87541 -0.30336 0.15217
C 0.07553 -1.42370 0.58764
C -0.53199 -2.23822 1.69768
C 0.09900 -3.40304 2.18296
C 1.01109 -4.14359 1.48415
C 1.56887 -3.57559 0.27002
C 0.73419 -2.46001 -0.37988
C 0.49120 -2.48328 -1.89754
H -4.00697 -5.32720 0.68173
H -2.66161 -4.21572 0.91420
H -2.36159 -5.61432 -0.02967
H -4.94413 -5.68885 -1.67580
H -5.96435 -4.26191 -3.62961
H -5.66130 -1.87600 -3.63776
H -3.76171 -0.92645 -2.44659
H -1.91265 -2.73781 0.24961
H -4.08047 -0.45365 -0.11503
H -1.38735 4.22471 -0.77688
H -3.51286 5.16282 -1.52055
H -5.40557 3.59569 -1.84623
H -6.37872 1.01258 -1.29983
H -6.68117 2.05162 -0.00784
H -5.91870 0.53998 0.42115
H -1.54505 -1.97411 2.09164
H -0.22405 -3.74758 3.18191
H 1.38952 -5.09133 1.85162
H 2.07043 -4.26561 -0.37335
H 0.10242 -1.57584 -2.39142
H -0.16746 -3.36939 -2.11575
H 1.41931 -2.68611 -2.41664
F 7.08879 -0.73901 -3.46114
C 7.27845 -1.42246 -2.25749
F 8.23423 -0.75073 -1.56977
F 7.87321 -2.70223 -2.43642
C 5.97852 -1.58550 -1.61089
C 5.56290 -0.79848 -0.58715
C 4.41767 -1.05175 0.15920
C 3.53727 -2.08263 -0.25696
C 4.00750 -2.91023 -1.35546
C 5.12402 -2.65414 -1.98157
C 2.16671 -2.15067 0.28689
C 1.53139 -0.86656 0.80950
H 6.13148 0.16137 -0.31763
H 4.24333 -0.41474 0.98703
H 3.47566 -3.77228 -1.67031
H 5.30777 -3.31095 -2.85827
*
```

Output
**DFT total energy**: -72221.9962 eV
**Kohn-Sham gap (alpha / beta)**: 6.647 / 6.104 eV
**Expectation value of S²**: 3.806
**HOMO energy (alpha / beta)**: -12.0 / -12.2 eV
**Energy relative to the best compared isomer or geometry (same formula, charge and spin)**: 353.6 kJ/mol

---

Record 2
Density functional theory data (ωB97M-V with the def2-TZVPD basis set) for a structure of composition C3H5N3 in a non-equilibrium geometry.

Structure (ORCA input):
```
! wB97M-V def2-TZVPD RIJCOSX def2/J DEFGRID3
* xyz 0 1
C -1.69282 0.05357 0.01270
C -0.23322 -0.25349 0.06253
C 0.84628 0.59940 -0.15773
N 2.01543 0.02921 -0.03290
N 1.46388 -1.67931 0.38669
N 0.28129 -1.47183 0.35202
H -2.22991 -0.60078 -0.68114
H -1.82167 1.08247 -0.33712
H -2.17154 -0.02379 0.99489
H 0.70479 1.64630 -0.41066
H 2.83749 0.61825 -0.18927
*
```

Output
**DFT total energy**: -7660.1376 eV
**Kohn-Sham gap**: 9.442 eV
**HOMO energy**: -8.5 eV
**Energy relative to the best compared isomer or geometry (same formula, charge and spin)**: 223.6 kJ/mol

---

Record 3
Density functional theory data (ωB97M-V with the def2-TZVPD basis set) for the ion C6H8N with charge +1 in a non-equilibrium geometry.

Structure (ORCA input):
```
! wB97M-V def2-TZVPD RIJCOSX def2/J DEFGRID3
* xyz 1 1
C -1.81941 -1.08822 0.17710
C -1.23198 0.19190 0.13122
N -1.37081 1.41865 0.33413
C -0.04073 0.86869 -0.42759
C 1.33010 0.56005 0.20258
C 1.88398 -0.75958 0.26752
C 2.48681 0.01796 -0.58153
H -1.30228 -1.78252 -0.62524
H -2.84445 -0.96026 -0.12514
H -1.92786 -1.49955 1.13559
H -1.77741 2.02449 0.89914
H -0.12614 1.22217 -1.41256
H 1.61816 1.45421 0.74029
H 2.04518 -1.76535 0.74396
H 3.07684 0.09735 -1.45946
*
```

Output
**DFT total energy**: -7829.1251 eV
**SMILES**: CC1=[NH+][C@H]1C1C=C1
**Kohn-Sham gap**: 9.431 eV
**HOMO energy**: -13.8 eV
**Energy relative to the best compared isomer or geometry (same formula, charge and spin)**: 633.3 kJ/mol

---

Record 4
Density functional theory data (ωB97M-V with the def2-TZVPD basis set) for an isolated molecule of C5H8.

Structure (ORCA input):
```
! wB97M-V def2-TZVPD RIJCOSX def2/J DEFGRID3
* xyz 0 1
C -1.75123 0.25352 -0.32272
C -1.09787 -0.50303 0.83986
C 0.38232 -0.63766 0.83854
C 1.30858 0.03447 0.17105
C 2.23239 0.23873 -0.82902
H -1.36836 1.27908 -0.37390
H -2.84516 0.28339 -0.22279
H -1.51615 -0.22986 -1.27696
H -1.52322 -1.51181 0.93500
H -1.36352 -0.02185 1.79598
H 2.22589 0.22159 0.81773
H 2.37131 -0.46259 -1.64339
H 2.94504 1.05603 -0.72939
*
```

Output
**DFT total energy**: -5309.3817 eV
**Kohn-Sham gap (alpha / beta)**: 7.645 / 7.644 eV
**HOMO energy (alpha / beta)**: -7.5 / -7.5 eV
**Energy relative to the best compared isomer or geometry (same formula, charge and spin)**: 461.7 kJ/mol

---

Record 5
Density functional theory data (ωB97M-V with the def2-TZVPD basis set) for a structure of composition C33H30Br2CoO5SbSe4.

Structure (ORCA input):
```
! wB97M-V def2-TZVPD RIJCOSX def2/J DEFGRID3
* xyz -2 5
Co -2.75548 1.28508 -0.28946
Br -2.18770 2.82484 -4.41509
C -1.97640 3.90023 -2.83202
Br -3.29702 3.53961 -1.46454
H -2.08086 4.93789 -3.12100
H -1.01162 3.66694 -2.40639
C 4.15311 -0.20861 1.00259
C 2.75746 0.20504 1.43390
C 2.73981 0.95586 2.75406
O 2.20084 0.99179 0.39910
C 0.82698 0.59804 0.24235
C 0.96948 -0.90562 0.51203
O 1.92567 -0.94220 1.57028
C -0.35849 -1.65053 0.87522
O -1.27297 -0.62510 0.53043
C -0.44091 -1.96794 2.37062
C -1.06653 -1.05867 3.21800
C -1.12218 -1.28491 4.58522
C -0.54889 -2.42364 5.13117
C 0.07422 -3.33622 4.29304
C 0.12474 -3.11054 2.92504
C -0.46365 -2.89666 -0.00834
C -1.63547 -3.26234 -0.66083
C -1.66273 -4.37572 -1.49107
C -0.52827 -5.14827 -1.68183
C 0.64510 -4.79727 -1.03038
C 0.67388 -3.68090 -0.20962
C 0.30154 1.12104 -1.15162
O -1.05883 1.28433 -1.24353
C 0.88896 2.53747 -1.35103
C 0.63924 3.49308 -0.36166
C 0.99803 4.81691 -0.53746
C 1.61005 5.22690 -1.71952
C 1.85075 4.29314 -2.71214
C 1.49363 2.95891 -2.52766
C 0.79545 0.13400 -2.22179
C 2.14952 -0.09025 -2.47793
C 2.54957 -1.06892 -3.37658
C 1.60244 -1.84626 -4.03247
C 0.25580 -1.62574 -3.78682
C -0.14279 -0.63903 -2.89368
H 4.74572 0.67613 0.76502
H 4.08010 -0.83616 0.11371
H 4.64632 -0.76879 1.79787
H 3.37387 1.84147 2.69144
H 3.09520 0.30958 3.55761
H 1.71907 1.26051 2.98410
H 0.21572 1.06375 1.01963
H 1.41109 -1.37719 -0.36642
H -1.53053 -0.17233 2.80717
H -1.63135 -0.56971 5.21898
H -0.59778 -2.60379 6.19831
H 0.52040 -4.23509 4.70248
H 0.60598 -3.84223 2.29171
H -2.53361 -2.68664 -0.50933
H -2.58641 -4.63354 -1.99503
H -0.55463 -6.01022 -2.33780
H 1.54607 -5.38219 -1.17212
H 1.60730 -3.40508 0.26868
H 0.12533 3.19510 0.54372
H 0.78289 5.53827 0.24164
H 1.88305 6.26545 -1.86359
H 2.31053 4.59771 -3.64548
H 1.66756 2.25071 -3.32674
H 2.89193 0.49984 -1.95560
H 3.60609 -1.23025 -3.55994
H 1.91394 -2.61913 -4.72542
H -0.49292 -2.23261 -4.28237
H -1.18609 -0.45266 -2.67868
O -3.39321 -1.33195 0.92690
C -2.66254 -0.46828 0.52684
Se -7.95559 5.08925 3.49858
Sb -6.52772 3.21418 2.50610
Se -4.64715 1.92488 1.05152
Se -8.81384 2.44367 1.91845
Se -6.25028 2.86159 4.94946
*
```

Output
**DFT total energy**: -490581.0139 eV
**Kohn-Sham gap (alpha / beta)**: 5.447 / 6.004 eV
**Expectation value of S²**: 6.174
**HOMO energy (alpha / beta)**: -1.7 / -2.3 eV
**Energy relative to the best compared isomer or geometry (same formula, charge and spin)**: 203.6 kJ/mol